This record from OMol25 describes C14H25ClIN2OOsP2 as an isolated structure in a non-equilibrium geometry. The level of theory is ωB97M-V with the def2-TZVPD basis set.

Geometry (Å):
C 0.2591 -0.8797 -6.0823
C 0.1319 -0.7735 -4.5863
H -0.3075 -1.7688 -6.3955
H 1.3095 -0.9876 -6.3661
H -0.1416 0.0146 -6.5687
O -0.4795 -1.5349 -3.8574
I 1.1789 0.9655 -3.7753
Os 0.3311 0.3404 0.3780
P -1.5349 0.9279 -0.4885
C -2.8216 -0.0128 0.3964
C -1.8825 2.7254 -0.3502
H -2.9285 2.9178 -0.6233
H -3.0001 0.9196 -2.3993
H -1.2066 3.2479 -1.0386
H -1.2829 1.2222 -2.8355
H -2.3772 -0.4115 1.3184
H -1.6969 3.0713 0.6724
C -1.9641 0.6273 -2.2152
H -3.6643 0.6505 0.6319
H -1.7991 -0.4275 -2.4532
H -3.1378 -0.8359 -0.2562
P 1.6339 -1.2836 -0.1685
C 1.0201 -2.6914 0.8232
C 1.7904 -1.9702 -1.8203
H 3.7801 -0.2282 -0.3889
H 3.9424 -1.8569 0.3543
H 3.3700 -0.4719 1.3258
C 3.3566 -0.9338 0.3341
H 2.2147 -1.1955 -2.4711
H 2.4277 -2.8612 -1.8259
H 1.8613 -3.2041 1.3043
H 0.4693 -3.3709 0.1596
H 0.7964 -2.2101 -2.2128
H 0.3375 -2.2757 1.5800
Cl 1.6408 2.1417 -0.5198
N -3.0088 2.8253 5.2641
C -2.0392 2.2508 4.9438
C -0.8771 1.5177 4.4767
C 0.0738 0.9108 5.3176
C 1.1068 0.2227 4.7021
C 1.1785 0.2017 3.3069
N 0.2367 0.7375 2.5136
C -0.7364 1.4639 3.0847
H -0.0223 0.9219 6.4095
H 1.8910 -0.3103 5.2353
H 1.9881 -0.2918 2.7736
H -1.4178 1.9631 2.3928

**Relative energy (zero: lowest compared OMol25 entry of this formula, charge and spin)**: 129.6 kJ/mol
**Total charge**: +3
**Kohn-Sham gap (spin up / spin down)**: 5.44 / 3.65 eV
**E_tot**: -61586.4147 eV
**Spin multiplicity**: 5
**⟨S²⟩**: 6.0339